(1)
{
  "formula": "C24H72O12S12",
  "method": "the ωB97M-V functional and the def2-TZVPD basis",
  "homo_lumo_gap_ev": 8.49,
  "charge": 0,
  "e_above_lowest_kj_mol": 473.7,
  "fmax_ha_per_bohr": 0.0865,
  "species": ["C", "S", "O", "C", "H", "H", "H", "H", "H", "H", "C", "S", "O", "C", "H", "H", "H", "H", "H", "H", "C", "S", "O", "C", "H", "H", "H", "H", "H", "H", "C", "S", "O", "C", "H", "H", "H", "H", "H", "H", "C", "S", "O", "C", "H", "H", "H", "H", "H", "H", "C", "S", "O", "C", "H", "H", "H", "H", "H", "H", "C", "S", "O", "C", "H", "H", "H", "H", "H", "H", "C", "S", "O", "C", "H", "H", "H", "H", "H", "H", "C", "S", "O", "C", "H", "H", "H", "H", "H", "H", "C", "S", "O", "C", "H", "H", "H", "H", "H", "H", "C", "S", "O", "C", "H", "H", "H", "H", "H", "H", "C", "S", "O", "C", "H", "H", "H", "H", "H", "H"],
  "positions_angstrom": [[0.6450, 1.0600, -6.0686], [2.3060, 1.1181, -5.6246], [2.4570, 2.2221, -4.6386], [2.0960, -0.5080, -4.8416], [0.4890, 1.8441, -6.8936], [0.1640, 1.3640, -5.0576], [0.1960, 0.1510, -6.3836], [1.5410, -1.2400, -5.3687], [1.7750, -0.2580, -3.8066], [3.1310, -0.9100, -4.7226], [2.8390, 4.2240, -2.3586], [4.1560, 3.0700, -2.0466], [4.8250, 3.5880, -0.7976], [3.2730, 1.6090, -1.5086], [3.2680, 5.1700, -2.5156], [2.2420, 4.2800, -1.5146], [2.2980, 4.0880, -3.3176], [3.9190, 0.7671, -1.3167], [2.5250, 1.4110, -2.2056], [2.7440, 1.7930, -0.5346], [-1.3800, -4.6600, -4.5316], [0.2050, -5.3149, -4.9276], [0.3180, -4.9710, -6.3927], [1.1020, -4.1229, -3.9136], [-1.4080, -3.6460, -4.6636], [-1.6210, -4.7540, -3.4216], [-2.0970, -5.1649, -5.0576], [0.9220, -3.0250, -4.1436], [2.1390, -4.2330, -4.1146], [1.1140, -4.2289, -2.8357], [-0.0900, 3.1890, 2.5923], [-1.4600, 4.0770, 2.0774], [-1.3820, 5.2941, 3.0073], [-0.8880, 4.4790, 0.4833], [0.3030, 2.6200, 1.6664], [-0.4930, 2.4650, 3.2653], [0.7080, 3.8400, 2.9894], [-1.7660, 4.6401, -0.1736], [-0.2750, 3.7890, 0.0064], [-0.3010, 5.4390, 0.5034], [-0.5170, 2.4910, -2.5026], [-0.9460, 3.5030, -3.8776], [-2.3240, 3.1290, -4.4556], [-1.2500, 5.0500, -3.0186], [0.6480, 2.5520, -2.3917], [-0.7990, 1.5110, -2.7987], [-1.1610, 2.7040, -1.6826], [-0.3690, 5.1890, -2.3456], [-2.1290, 4.9420, -2.5366], [-1.2430, 5.7730, -3.8386], [1.2620, -0.6329, 1.7364], [-0.0370, -0.8599, 0.4964], [-0.4330, 0.5710, 0.1814], [0.9320, -1.4760, -0.8736], [2.0230, 0.0491, 1.3294], [1.7470, -1.6289, 1.9694], [0.8170, -0.2060, 2.6924], [0.5920, -0.8420, -1.7006], [0.7850, -2.5580, -1.0496], [1.9740, -1.1570, -0.9466], [-4.0780, -0.7799, 1.6624], [-3.4780, -0.4459, 3.3633], [-2.6210, -1.6690, 3.5524], [-2.3570, 0.9550, 3.1254], [-4.9210, -0.1440, 1.4834], [-4.5040, -1.7769, 1.6654], [-3.2270, -0.6530, 0.9354], [-2.6270, 1.5331, 2.2964], [-1.3450, 0.4211, 2.8964], [-2.4480, 1.5280, 4.1094], [-2.0650, -0.4570, -4.3536], [-3.3750, -1.1400, -3.5037], [-3.5000, -2.6129, -3.9066], [-2.6420, -1.2910, -1.8336], [-2.1410, 0.5680, -4.2836], [-2.1200, -0.7289, -5.3817], [-1.1180, -0.8019, -3.8466], [-1.5510, -1.5160, -1.8676], [-3.1800, -2.0050, -1.2346], [-2.6980, -0.3410, -1.2946], [-1.1490, -5.2920, 6.2094], [-0.4600, -5.2330, 4.5794], [-1.4760, -5.8140, 3.6144], [-0.2710, -3.4890, 4.5454], [-0.5390, -4.7140, 6.9954], [-1.1830, -6.3400, 6.4464], [-2.2150, -4.8989, 6.0333], [-1.1650, -3.0180, 4.8674], [0.0140, -3.0850, 3.5714], [0.3130, -2.9680, 5.3404], [-1.1910, -5.2110, -0.8936], [-1.0040, -4.9070, 0.8404], [0.2280, -3.9680, 0.8024], [-2.3830, -3.8750, 0.9984], [-2.1870, -5.7059, -0.9486], [-0.3410, -5.8119, -1.3416], [-1.2780, -4.3160, -1.4176], [-2.2830, -2.8900, 0.5484], [-2.4130, -3.6350, 2.0553], [-3.2890, -4.3450, 0.8604], [2.9710, 5.8190, 1.1013], [3.8530, 4.7180, 2.2524], [3.2040, 5.1780, 3.5404], [3.1870, 3.0720, 1.8474], [2.9170, 6.8730, 1.4634], [1.9140, 5.4900, 1.0224], [3.4590, 5.9090, 0.0803], [2.9220, 2.5491, 2.8464], [3.7510, 2.3210, 1.3504], [2.2130, 3.1380, 1.3023], [-0.0340, 0.3471, 5.4323], [0.4840, -0.3220, 7.0293], [-0.0870, -1.7420, 7.1424], [2.1440, -0.5339, 6.4583], [0.2250, -0.4490, 4.7814], [0.5270, 1.1800, 5.0474], [-1.1590, 0.5640, 5.5244], [2.3280, -0.9779, 5.4963], [2.6660, -1.2980, 7.0724], [2.6680, 0.3770, 6.6424]],
  "forces_ev_per_a": [[-2.47, 3.51, 0.08], [1.34, -1.20, -1.12], [-0.33, -0.55, 0.48], [3.03, 0.76, 2.34], [-0.21, -0.90, 1.50], [0.28, -0.22, -1.91], [0.18, -0.94, -0.35], [-0.81, -0.26, -0.56], [-0.34, -0.48, -0.61], [-0.68, 0.12, 0.03], [-0.28, -0.79, -2.13], [1.44, 0.04, 0.44], [-0.33, -0.10, -0.46], [-0.60, 0.81, 2.21], [1.16, 1.24, 0.16], [-1.48, 0.04, 1.66], [0.14, -0.68, 0.72], [0.53, -0.08, -0.39], [-1.09, -0.67, -1.46], [0.48, 0.22, -0.81], [0.76, -1.18, 3.97], [-0.29, 0.32, -0.78], [0.60, -0.05, 1.10], [0.57, 2.02, -0.25], [-0.02, 2.51, -0.95], [0.40, -0.31, -1.35], [-1.81, -1.16, -1.48], [-0.41, -1.35, 0.04], [1.10, -0.37, -0.66], [-0.87, -0.51, 0.28], [2.19, -1.83, -1.83], [-0.90, 2.14, 2.18], [-0.66, -1.06, -1.55], [-0.68, 3.35, -1.36], [-0.60, 0.49, 1.66], [0.40, -0.36, 0.86], [-0.57, -0.16, 0.05], [0.42, 0.08, 0.41], [0.97, -1.70, -0.46], [-0.67, -0.69, 0.24], [1.81, 0.05, -0.18], [-1.47, 0.55, -2.01], [1.71, -0.10, 1.11], [4.14, -0.12, -1.63], [-2.38, -0.02, 0.22], [0.13, -1.12, -0.32], [0.05, 0.31, 1.07], [-0.78, 0.25, -0.40], [-2.95, -0.05, 1.65], [-0.25, 0.18, 0.49], [0.45, -0.92, 1.06], [-0.09, 0.74, 0.89], [0.18, -0.42, -0.26], [0.45, 0.47, -1.28], [-0.33, -0.08, 0.07], [-0.64, 1.00, -0.26], [0.41, -0.53, -1.39], [-0.76, -0.43, -0.13], [0.08, 0.68, 0.32], [0.31, -0.42, 0.96], [0.86, 0.78, 0.06], [-0.27, -1.56, -0.86], [0.16, 0.60, 0.57], [1.27, -1.79, 1.61], [-0.27, 0.80, -0.50], [0.42, -0.31, 0.20], [-0.97, -0.15, 0.72], [-0.52, 0.99, -1.13], [-1.70, 1.24, 0.71], [0.61, -0.61, -1.53], [2.77, -1.43, 0.74], [-2.21, -3.26, 1.47], [0.22, 1.66, 0.08], [1.07, 1.33, -0.08], [-0.14, 2.53, 0.11], [-0.04, -0.43, -0.74], [-0.62, 0.25, -0.96], [-0.85, -0.28, -0.28], [-0.34, -0.47, -0.29], [-0.09, 0.19, -0.19], [-1.20, 1.29, 0.54], [1.77, -1.62, -0.37], [0.22, 1.41, 0.95], [0.02, 1.96, 0.03], [-1.02, -0.72, -1.41], [-0.16, -0.40, 0.34], [1.45, -0.42, 0.80], [-1.61, 0.32, -0.42], [-0.05, -0.41, -0.07], [0.58, -1.45, -0.35], [-0.42, -2.63, -0.06], [2.89, 0.63, -1.05], [-1.10, -0.67, 0.70], [0.80, 2.00, 1.82], [0.76, -0.18, -0.47], [-1.14, 0.44, 0.84], [-0.01, 1.83, -0.71], [0.16, -0.30, -0.62], [0.15, 0.07, 0.50], [-1.96, -1.22, -0.89], [-0.27, 0.49, -1.85], [-0.06, 1.29, 0.76], [0.37, -1.05, -0.52], [-2.76, -0.83, 1.56], [0.45, -1.06, 0.45], [0.63, 0.00, -0.05], [-0.54, -0.62, 1.16], [0.42, 1.29, -1.21], [1.31, 0.22, -0.68], [0.83, 0.20, 0.38], [-2.19, 0.17, 0.85], [-0.37, -1.85, -0.01], [0.46, 2.04, -0.30], [1.51, -1.42, 1.38], [-0.57, -1.02, -0.83], [0.21, 0.78, 0.53], [1.87, -0.44, -0.41], [-0.62, 0.38, -0.93], [-0.61, 0.53, 0.35], [0.46, 0.80, -0.30]]
}

---

(2)
{
  "formula": "C24H72O24",
  "method": "the ωB97M-V functional and the def2-TZVPD basis",
  "homo_lumo_gap_ev": 10.02,
  "charge": 0,
  "smiles": "OCCO.OCCO.OCCO.OCCO.OCCO.OCCO.OCCO.OCCO.OCCO.OCCO.OCCO.OCCO",
  "e_above_lowest_kj_mol": 658.3,
  "fmax_ha_per_bohr": 0.0582,
  "species": ["C", "C", "O", "O", "H", "H", "H", "H", "H", "H", "C", "C", "O", "O", "H", "H", "H", "H", "H", "H", "C", "C", "O", "O", "H", "H", "H", "H", "H", "H", "C", "C", "O", "O", "H", "H", "H", "H", "H", "H", "C", "C", "O", "O", "H", "H", "H", "H", "H", "H", "C", "C", "O", "O", "H", "H", "H", "H", "H", "H", "C", "C", "O", "O", "H", "H", "H", "H", "H", "H", "C", "C", "O", "O", "H", "H", "H", "H", "H", "H", "C", "C", "O", "O", "H", "H", "H", "H", "H", "H", "C", "C", "O", "O", "H", "H", "H", "H", "H", "H", "C", "C", "O", "O", "H", "H", "H", "H", "H", "H", "C", "C", "O", "O", "H", "H", "H", "H", "H", "H"],
  "positions_angstrom": [[-6.2627, -6.5068, 1.4419], [-4.9325, -6.7646, 2.1784], [-4.8929, -8.1839, 2.4969], [-6.4753, -5.1961, 1.0115], [-7.1038, -6.7988, 2.0707], [-6.3789, -7.1370, 0.5602], [-4.9643, -6.2280, 3.1266], [-4.0449, -6.4779, 1.6144], [-4.0991, -8.4065, 2.9887], [-6.7909, -5.2223, 0.1052], [-1.0796, 0.2087, -0.3600], [-0.3220, -1.1574, -0.5270], [0.5408, -1.0627, -1.6729], [-0.3587, 1.2600, 0.1844], [-1.9115, -0.0556, 0.2927], [-1.3908, 0.4352, -1.3798], [-0.9153, -2.0630, -0.6532], [0.2973, -1.3083, 0.3572], [1.1831, -1.7543, -1.4978], [-1.0336, 1.8475, 0.5322], [9.8284, -1.9086, -5.4401], [8.6040, -1.2695, -6.1150], [7.4454, -2.0942, -6.1453], [9.6309, -1.8915, -4.0339], [10.7026, -1.2913, -5.6472], [9.9918, -2.9328, -5.7755], [8.7970, -1.0231, -7.1591], [8.2646, -0.3253, -5.6892], [7.1611, -2.2817, -5.2477], [10.4629, -2.1321, -3.6197], [-3.1305, 7.3570, -4.8115], [-3.1516, 6.3979, -3.6248], [-3.2212, 7.0840, -2.3689], [-1.9429, 8.1250, -4.8695], [-3.9404, 8.0864, -4.8244], [-3.1541, 6.7596, -5.7229], [-2.4043, 5.6113, -3.7298], [-4.0589, 5.7971, -3.6866], [-3.6302, 6.5020, -1.7242], [-2.0645, 9.0031, -4.5011], [-8.5418, -0.7060, 5.2487], [-9.9442, -1.2991, 5.4282], [-10.1358, -2.6752, 5.1711], [-8.0848, -0.6116, 3.8875], [-7.8612, -1.2141, 5.9319], [-8.5861, 0.2918, 5.6851], [-10.7098, -0.7615, 4.8687], [-10.1984, -1.1368, 6.4756], [-10.3152, -2.7878, 4.2348], [-8.1426, -1.4472, 3.4183], [-1.6220, -1.2647, 7.3357], [-2.2601, -2.0493, 8.4417], [-1.4202, -2.1768, 9.4905], [-0.5426, -1.8949, 6.6934], [-1.2008, -0.3477, 7.7477], [-2.3712, -0.9121, 6.6268], [-2.6089, -3.0276, 8.1110], [-3.2133, -1.5968, 8.7150], [-1.7273, -2.8438, 10.1088], [0.1254, -2.0019, 7.3745], [6.3683, 2.3200, 0.0255], [6.1953, 2.9129, 1.4605], [5.0510, 2.3155, 2.0106], [5.3885, 2.7919, -0.8967], [6.2608, 1.2367, 0.0794], [7.3980, 2.4336, -0.3136], [5.9000, 3.9618, 1.4867], [7.0925, 2.6722, 2.0306], [4.2090, 2.7663, 1.9131], [4.6666, 2.3849, -0.4122], [-5.1671, 5.3087, 4.8591], [-6.5475, 5.9704, 5.1407], [-6.9462, 6.8661, 4.0715], [-5.1605, 4.6142, 3.6146], [-4.9747, 4.4481, 5.4998], [-4.2598, 5.9100, 4.8017], [-6.4769, 6.5224, 6.0779], [-7.3255, 5.2070, 5.1502], [-6.9634, 7.7521, 4.4407], [-5.6937, 3.8177, 3.5610], [2.2370, 1.9721, -8.4296], [2.1460, 1.9509, -9.9596], [2.7762, 3.1215, -10.5141], [1.4915, 0.8853, -8.0285], [1.8504, 2.8413, -7.8974], [3.2807, 1.7676, -8.1909], [1.0931, 2.0171, -10.2338], [2.6197, 1.0779, -10.4086], [2.1947, 3.8437, -10.2651], [1.5611, 0.7519, -7.0804], [6.4846, -5.2292, 0.7947], [7.0251, -6.6190, 1.1507], [8.3528, -6.7852, 0.7044], [6.2107, -5.1989, -0.6467], [7.1995, -4.4333, 1.0033], [5.6377, -4.9481, 1.4206], [6.2981, -7.3438, 0.7843], [6.8196, -6.7060, 2.2176], [8.1822, -7.0319, -0.2076], [7.0983, -5.1276, -1.0055], [2.4242, 9.4764, 0.6167], [2.5249, 10.6600, -0.3394], [2.6213, 11.8818, 0.3650], [1.1179, 9.3373, 1.0979], [3.1001, 9.4825, 1.4718], [2.7318, 8.5615, 0.1103], [1.6141, 10.7014, -0.9367], [3.3956, 10.4571, -0.9631], [2.8265, 12.5720, -0.2699], [0.5516, 9.1337, 0.3499], [0.0105, -9.2119, -2.2850], [-0.4002, -10.6759, -2.2427], [-1.8090, -10.8319, -1.8021], [0.7931, -8.7022, -1.2044], [-0.9080, -8.6251, -2.2942], [0.5309, -8.9581, -3.2085], [0.2882, -11.1624, -1.5517], [-0.2300, -11.1688, -3.1998], [-2.0458, -10.3757, -0.9913], [1.3944, -8.1092, -1.6609]],
  "forces_ev_per_a": [[-0.32, -1.33, -0.36], [-0.51, -0.71, 0.50], [-0.45, 0.58, -0.62], [0.39, 1.24, 0.05], [0.16, -0.12, 0.49], [0.55, -0.53, 0.08], [0.16, 0.36, -0.05], [-0.15, 0.14, -0.21], [0.07, 0.29, 0.00], [0.11, 0.09, 0.11], [-0.41, -2.85, -0.84], [0.94, 1.57, 0.13], [-0.09, -0.14, 0.48], [0.66, 0.24, 0.38], [-0.45, 0.20, -0.16], [-0.47, 0.20, -0.04], [-0.82, 0.43, 0.14], [0.02, 0.03, 0.28], [0.36, 0.05, -0.50], [0.27, 0.29, 0.13], [-0.52, 0.94, 0.03], [-0.48, -0.21, -0.18], [0.15, -0.52, -0.18], [-0.29, -0.11, 0.30], [0.14, -0.02, -0.42], [-0.10, 0.00, -0.33], [0.33, -0.30, -0.06], [0.73, 0.20, 0.57], [0.08, 0.07, 0.16], [-0.04, -0.05, 0.12], [0.45, 0.37, 0.48], [-1.51, -0.13, 0.01], [0.69, 0.04, -0.54], [0.85, -0.07, -0.18], [-0.55, -0.52, 0.21], [-0.16, -0.05, -0.04], [0.87, 0.50, 0.35], [-0.47, 0.07, -0.41], [0.04, -0.02, -0.01], [-0.21, -0.19, 0.14], [-0.65, -0.48, -0.37], [-0.30, 0.52, 0.22], [0.59, -0.28, -0.07], [-0.14, 0.46, 0.86], [0.35, -0.53, -0.38], [-0.05, 0.32, -0.53], [0.22, 0.45, -0.22], [0.02, -0.14, 0.18], [-0.01, -0.06, -0.03], [-0.02, -0.27, 0.35], [0.24, 1.07, 0.28], [-2.26, -0.54, -1.59], [1.97, -0.02, 2.03], [-0.12, -0.61, -0.38], [-0.30, 0.33, 0.47], [0.07, -0.51, -0.31], [0.31, -0.36, -0.60], [-0.13, 0.74, 0.17], [0.00, 0.03, -0.05], [0.20, -0.14, -0.02], [1.06, 0.35, 0.64], [-1.09, 0.03, -1.75], [-0.62, -1.92, 1.21], [0.53, -0.25, 0.96], [-0.06, -0.21, 0.47], [-0.12, 0.68, -0.42], [1.25, 0.45, -0.54], [-0.26, 0.10, 0.36], [0.47, 0.52, -0.19], [-1.18, 0.26, -0.75], [-0.89, -1.93, -0.72], [1.03, 0.49, -1.04], [0.42, -0.30, 0.68], [0.30, 0.63, -1.66], [-0.10, 0.69, 1.39], [-0.49, 0.55, 0.29], [-0.25, -0.19, 0.20], [0.17, -0.17, 0.41], [0.02, 0.05, -0.15], [-0.21, 0.16, 0.59], [1.01, -0.64, -0.66], [-0.30, 1.80, 0.16], [0.03, -0.44, 0.15], [-1.28, -1.72, 0.60], [0.29, 0.66, -0.60], [0.31, 0.60, 0.25], [-0.16, -0.58, -0.08], [-0.08, 0.03, 0.30], [0.15, 0.27, -0.11], [0.04, 0.01, 0.01], [0.39, -0.26, -0.94], [-1.72, 1.52, 1.02], [-0.73, -0.41, 0.07], [-0.05, 0.18, 1.31], [0.43, -0.20, 0.12], [-0.58, -0.36, -0.60], [0.29, -0.26, -0.69], [1.28, -0.16, 0.45], [0.71, -0.20, -0.30], [-0.04, 0.16, -0.44], [0.03, -0.14, -0.35], [0.38, -0.44, 0.59], [0.30, 0.04, 0.21], [-0.57, -0.16, 0.65], [-0.07, 0.74, 0.07], [-0.03, -0.11, -0.54], [-0.02, -0.35, -0.36], [0.13, 0.34, -0.30], [-0.02, 0.09, 0.03], [-0.13, -0.03, 0.01], [-0.69, 0.81, -0.63], [-0.59, 0.54, 1.78], [1.28, -0.62, -1.46], [0.19, -0.58, -0.15], [-0.28, -0.03, -0.23], [0.02, -0.32, -0.23], [-0.13, -0.23, 0.28], [-0.79, 0.11, -0.02], [0.72, 0.21, 0.11], [0.25, 0.12, 0.55]]
}